{
  "formula": "C37H34ClF4GeN4RuS",
  "method": "ωB97M-V/def2-TZVPD",
  "symbols": ["Ru", "C", "C", "N", "C", "C", "C", "C", "N", "C", "C", "F", "C", "F", "C", "C", "F", "C", "F", "H", "H", "H", "H", "H", "H", "H", "H", "H", "H", "H", "H", "H", "H", "H", "S", "C", "N", "C", "Ge", "C", "C", "C", "C", "C", "C", "C", "C", "C", "C", "C", "C", "C", "C", "C", "C", "C", "C", "H", "H", "H", "H", "H", "H", "H", "H", "H", "H", "H", "H", "H", "H", "H", "Cl", "C", "C", "C", "C", "N", "C", "H", "H", "H", "H"],
  "xyz": [[-0.6875, 1.2063, -0.8026], [-1.3976, -2.4109, -1.8853], [0.1015, -2.2179, -1.9894], [0.5252, -0.8279, -2.1643], [1.9348, -0.6456, -1.7863], [2.1522, 0.5050, -0.8026], [0.2182, -0.3685, -3.5105], [0.5125, 1.1027, -3.7506], [-0.2586, 1.9508, -2.8594], [-0.3906, 3.2434, -3.2013], [-1.4198, 4.0175, -2.6006], [-2.2650, 3.4083, -1.7424], [-1.6392, 5.3409, -2.8905], [-2.6693, 5.9695, -2.2739], [-0.8724, 6.0485, -3.8091], [0.1279, 5.3219, -4.4153], [0.9478, 5.9347, -5.3167], [0.3676, 3.9882, -4.1406], [1.4436, 3.4327, -4.7769], [-1.6010, -3.4475, -1.6091], [-1.9179, -2.2061, -2.8214], [-1.8281, -1.7583, -1.1250], [0.4935, -2.8251, -2.8311], [0.5739, -2.5990, -1.0857], [2.5544, -0.4845, -2.6808], [2.2878, -1.5826, -1.3400], [2.0584, 1.4466, -1.3609], [3.2079, 0.4604, -0.4850], [1.2611, 1.4301, 0.9290], [-0.8486, -0.5317, -3.6800], [0.7685, -0.9702, -4.2639], [0.2410, 1.2878, -4.8019], [1.5937, 1.2856, -3.6837], [-1.0472, 7.0886, -4.0272], [-0.8577, 4.4871, 3.0918], [-0.8811, 3.4983, 1.7559], [-0.8759, 2.7715, 0.8463], [1.1307, 0.5095, 0.3433], [1.2707, -0.8412, 1.6699], [0.0829, -2.3991, 1.4460], [-1.2745, -2.0667, 1.4216], [-2.2589, -3.0270, 1.2431], [-1.9008, -4.3593, 1.0912], [-0.5605, -4.7143, 1.1007], [0.4189, -3.7400, 1.2702], [3.1804, -1.3032, 1.9876], [3.9889, -0.1943, 2.2561], [5.3581, -0.3124, 2.4420], [5.9635, -1.5590, 2.3513], [5.1861, -2.6734, 2.0822], [3.8113, -2.5431, 1.9036], [0.6619, -0.1193, 3.3945], [0.1561, -0.9537, 4.3919], [-0.2591, -0.4445, 5.6144], [-0.1923, 0.9211, 5.8568], [0.2899, 1.7694, 4.8732], [0.7183, 1.2488, 3.6579], [-1.5765, -1.0285, 1.5124], [-3.2969, -2.7240, 1.1929], [-2.6640, -5.1140, 0.9431], [-0.2700, -5.7495, 0.9615], [1.4551, -4.0503, 1.2420], [3.5367, 0.7906, 2.3126], [5.9516, 0.5703, 2.6474], [7.0346, -1.6568, 2.4827], [5.6457, -3.6535, 2.0078], [3.2383, -3.4397, 1.7134], [0.0766, -2.0204, 4.2137], [-0.6542, -1.1137, 6.3700], [-0.5426, 1.3262, 6.7991], [0.2956, 2.8422, 5.0198], [1.0439, 1.9417, 2.8926], [-5.4657, -1.1043, -3.3611], [-4.6747, -0.5627, -1.8779], [-5.2943, -0.8422, -0.6403], [-4.6015, -0.2980, 0.4823], [-3.4225, 0.3658, 0.3253], [-2.7973, 0.5461, -0.8899], [-3.4951, 0.1005, -1.9873], [-6.2270, -1.3760, -0.5715], [-5.0138, -0.3908, 1.4805], [-2.9102, 0.7952, 1.1791], [-3.0571, 0.2971, -2.9568]],
  "atomic_forces_ev_per_a": [[0.2031, -0.2496, 0.0808], [-0.1018, -0.0053, -0.0566], [0.0693, 0.0164, -0.1638], [0.0805, -0.1019, -0.0119], [-0.0093, -0.0336, -0.0902], [-0.0339, -0.0152, -0.0330], [-0.0167, 0.0840, 0.0639], [-0.0051, -0.0121, -0.1418], [0.0198, -0.0376, -0.0336], [-0.0574, -0.0459, -0.0201], [-0.3318, 0.0998, 0.1634], [0.2611, 0.1727, -0.2657], [-0.1532, -0.0068, 0.1425], [0.1860, -0.0482, -0.1424], [-0.0078, -0.1359, 0.0442], [0.1747, -0.0463, -0.1347], [-0.1927, -0.0709, 0.1757], [0.2061, 0.0812, -0.1083], [-0.1581, 0.0551, 0.1230], [-0.0362, 0.0132, -0.0199], [0.0117, -0.0031, -0.0502], [0.1193, -0.0718, -0.1128], [0.0225, -0.0403, 0.0489], [-0.1041, 0.0623, -0.0197], [-0.0136, -0.0621, -0.0011], [0.0028, 0.0754, 0.0784], [0.0025, -0.0042, 0.0591], [-0.0146, -0.0620, 0.0646], [0.0793, -0.0398, -0.1445], [0.0132, 0.0023, -0.0137], [0.0106, 0.0542, 0.0514], [0.0541, 0.0489, 0.0834], [-0.0241, -0.0643, 0.0426], [-0.0096, 0.0467, -0.0017], [-0.0642, -0.0211, -0.4744], [0.0254, 0.2014, 0.4803], [-0.1534, 0.2133, -0.0321], [0.2685, 0.5609, -0.3442], [-0.1525, -0.2588, 0.2546], [-0.0112, -0.0397, -0.1031], [0.0131, -0.0336, 0.0514], [0.0333, -0.0604, 0.1237], [-0.0387, -0.0126, 0.0378], [0.0483, 0.0340, -0.0033], [-0.0191, -0.0729, 0.0682], [0.0266, -0.0436, -0.1007], [0.0644, 0.0110, -0.0039], [-0.0528, -0.0285, -0.0131], [0.0573, 0.0149, -0.0070], [-0.0483, -0.0469, -0.0051], [0.0606, 0.0151, 0.0826], [-0.0047, 0.1401, 0.0388], [0.0859, -0.0442, 0.0587], [-0.0174, -0.0308, -0.0172], [-0.0122, -0.0202, 0.0066], [0.0510, 0.0106, 0.0902], [-0.0999, -0.0257, 0.0128], [0.0280, -0.0255, 0.0346], [-0.0256, 0.0370, -0.0190], [-0.0105, -0.0125, -0.0046], [0.0022, -0.0183, 0.0012], [0.0035, 0.0055, 0.0201], [-0.0393, 0.0172, 0.0034], [0.0188, 0.0044, 0.0065], [0.0117, -0.0112, 0.0122], [0.0027, 0.0236, 0.0071], [-0.0203, 0.0008, -0.0433], [-0.0095, -0.0357, -0.0359], [-0.0074, -0.0144, 0.0195], [0.0067, -0.0049, 0.0172], [0.0245, -0.0874, -0.0189], [0.0434, 0.0095, 0.0171], [0.0205, 0.0098, 0.0527], [-0.0749, -0.0429, -0.1218], [0.0917, -0.0187, 0.0150], [-0.0708, 0.0291, 0.0425], [-0.0915, -0.0005, -0.0725], [-0.1476, -0.1277, 0.2719], [-0.0190, 0.0884, -0.0516], [-0.0519, -0.0166, 0.0098], [-0.0098, -0.0012, 0.0132], [-0.0132, 0.0551, 0.0041], [0.0312, 0.0195, -0.0387]],
  "homo_lumo_gap_ev": [3.758, 6.167],
  "spin_multiplicity": 6,
  "lumo_ev": [4.191, 4.188],
  "e_homo_ev": [0.43, -1.98],
  "total_charge": -2
}

***

{
  "formula": "C23H15AuBrN3OS",
  "method": "ωB97M-V/def2-TZVPD",
  "symbols": ["Au", "Br", "C", "C", "C", "C", "O", "C", "C", "N", "C", "C", "C", "C", "C", "C", "C", "C", "N", "C", "C", "H", "H", "H", "H", "H", "H", "H", "H", "H", "H", "S", "C", "N", "C", "C", "C", "C", "C", "C", "H", "H", "H", "H", "H"],
  "xyz": [[-1.3896, -0.3601, -1.1224], [4.6712, 3.7895, 0.0777], [2.9463, 3.2089, -0.3314], [2.3404, 3.6356, -1.5370], [1.0824, 3.2229, -1.8388], [0.3357, 2.3485, -0.9609], [-0.8320, 2.0159, -1.2312], [1.0054, 1.8987, 0.2644], [0.3462, 1.0263, 1.2044], [-0.6366, 0.2463, 0.9539], [-1.3791, -0.5048, 1.8729], [-0.9830, -0.8190, 3.1558], [-1.8312, -1.5502, 3.9996], [-3.0814, -1.9264, 3.5886], [-3.5304, -1.6108, 2.2866], [-4.8135, -1.9416, 1.7978], [-5.1696, -1.5940, 0.5208], [-4.2186, -0.9888, -0.3064], [-2.9996, -0.7028, 0.1153], [-2.6457, -0.9422, 1.4136], [2.2725, 2.3653, 0.5529], [2.8794, 4.2954, -2.2037], [0.5722, 3.5712, -2.7280], [0.7183, 1.0894, 2.2299], [-0.0152, -0.5042, 3.5237], [-1.4849, -1.8104, 4.9903], [-3.7331, -2.4779, 4.2537], [-5.5105, -2.4695, 2.4362], [-6.1544, -1.8017, 0.1294], [-4.4491, -0.7482, -1.3366], [2.7740, 2.0493, 1.4601], [1.8997, 0.3657, -4.1557], [0.3274, 0.1294, -3.5663], [0.2357, -0.4703, -2.4067], [1.4911, -0.8172, -1.9056], [1.7674, -1.5416, -0.7454], [3.0846, -1.7614, -0.4026], [4.1301, -1.2891, -1.2049], [3.8721, -0.6232, -2.3855], [2.5435, -0.3955, -2.7294], [-0.5409, 0.4614, -4.1181], [0.9600, -1.9477, -0.1498], [3.3128, -2.3293, 0.4897], [5.1535, -1.4811, -0.9129], [4.6765, -0.3108, -3.0383]],
  "atomic_forces_ev_per_a": [[-0.2296, -0.5394, 0.3640], [-0.3208, -0.1317, -0.0522], [0.3832, 0.2443, -0.1350], [-0.0123, -0.0216, -0.0080], [-0.0374, 0.1326, -0.0319], [-0.1219, -0.0380, 0.0770], [0.2488, 0.5787, -0.1366], [0.2252, 0.1264, -0.3980], [-0.1207, -0.0505, 0.4150], [0.2740, 0.0306, -0.9807], [-0.1439, -0.3741, 0.6691], [0.0220, 0.1832, -0.3801], [-0.1220, -0.1029, 0.1210], [0.0614, 0.0030, 0.0766], [0.2045, 0.0860, -0.1316], [-0.0544, 0.0200, -0.1617], [-0.0105, -0.0223, 0.1489], [0.0378, -0.0052, -0.0452], [0.0478, 0.0644, -0.1704], [-0.0839, -0.0517, 0.2463], [-0.2018, -0.3287, 0.2457], [0.0220, 0.0140, 0.0441], [0.0111, -0.0342, -0.0049], [-0.0963, -0.0318, 0.0174], [0.0087, -0.0425, 0.0041], [-0.0258, 0.0237, 0.0066], [-0.0255, 0.0275, -0.0076], [0.0020, 0.0399, 0.0403], [0.0094, -0.0179, -0.0139], [0.0059, -0.0374, -0.0036], [-0.0170, 0.0492, 0.0166], [-0.0520, -0.1326, 0.1051], [-0.0114, 0.0351, -0.0609], [0.0622, 0.1159, 0.2463], [0.4628, -0.0033, -0.1528], [-0.1333, 0.0639, 0.0406], [-0.1115, 0.0013, 0.0362], [0.0317, 0.0126, -0.0895], [0.1498, -0.0180, -0.0414], [-0.3673, 0.0153, -0.0016], [0.0276, 0.0830, 0.0274], [-0.0124, 0.0057, 0.0593], [0.0117, 0.0053, -0.0174], [-0.0033, -0.0013, -0.0203], [0.0051, 0.0234, 0.0376]],
  "homo_lumo_gap_ev": [7.331, 5.701],
  "spin_multiplicity": 3,
  "lumo_ev": [-6.936, -9.087],
  "e_homo_ev": [-14.27, -14.79],
  "total_charge": 2
}

***

These records have energy relative to the best compared isomer or geometry (same formula, charge and spin) values of 0.0; 68.1 kJ/mol, in the order they appear.